Molecular formula: C4H13NO2
Method: DFT, wB97M-V/def2-TZVPD

Element x y z (Å)
1 C 1.218 -0.609 -1.188
2 N 0.500 0.194 -0.223
3 C 0.502 1.605 -0.459
4 C 0.649 -0.273 1.138
5 C -0.440 -1.328 1.459
6 O -1.490 -0.533 2.106
7 H 0.719 -0.577 -2.156
8 H 2.273 -0.308 -1.227
9 H 1.205 -1.636 -0.814
10 H 1.528 1.971 -0.725
11 H 0.226 2.125 0.454
12 H -0.092 1.956 -1.299
13 H 0.507 0.472 1.924
14 H 1.718 -0.511 1.289
15 H -0.121 -2.097 2.165
16 H -0.869 -1.732 0.544
17 H -2.172 -1.194 2.256
18 H -1.828 0.611 -0.972
19 H -1.951 1.329 -2.383
20 O -2.081 0.536 -1.889

Cartesian forces (eV/Å) of the 3 atoms listed first:
C -0.2653 -0.1146 0.7631
N -1.2015 0.2257 -0.0442
C 1.7445 0.6515 0.0832

The value obtained for the LUMO energy is 0.89 eV. The HOMO energy is -8.286 eV. For the electronic energy, the calculation gives -9942.655 eV. The calculation puts the energy above the lowest of the compared OMol25 structures with the same formula, charge and spin at 35.6 kcal/mol. As for the SMILES: CN(C)CCO.O. The HOMO-LUMO gap comes out at 0.3371 hartree.

Molecular formula: O4
Method: DFT, wB97M-V/def2-TZVPD

Element x y z (Å)
1 O 0.881 0.559 -0.334
2 O 0.245 0.052 1.065
3 O -0.258 -0.116 -0.991
4 O -0.868 -0.495 0.260

Cartesian forces (eV/Å) of the 3 atoms listed first:
O -1.2120 -0.4044 -6.6153
O -5.4752 -3.2239 2.2912
O 3.1405 1.9936 2.2937

The value obtained for the LUMO energy (spin up / spin down) is -0.84 / -2.50 eV. The HOMO energy (spin up / spin down) is -10.162 / -11.977 eV. The spin multiplicity is 3. For the electronic energy, the calculation gives -8177.188 eV. The HOMO-LUMO gap (spin up / spin down) comes out at 0.3425 / 0.3483 hartree.

Q: electronic energy of number 2 (O4)?
A: -8177.188 eV